The following is a DFT calculation (ωB97M-V/def2-TZVPD) of C29H26O4Sb2V as an isolated structure.

XYZ file:
```
62
C29H26O4Sb2V | OMol25 | ωB97M-V/def2-TZVPD
Sb -1.34929 1.10739 -3.04594
Sb 1.32513 -2.38628 0.23123
V -1.07230 -0.72672 -0.00138
O -0.76098 -0.03282 1.70991
O 1.11345 2.57176 0.34520
O -0.07562 0.82686 -0.44444
O 0.23676 1.58169 2.93488
C -2.67965 0.90525 -1.33506
C -2.74909 1.94996 -0.40742
C 1.90858 -4.46812 0.26742
C -4.63505 -0.89741 -6.20023
C -2.64215 -3.96605 -1.10117
C -0.80399 -2.94643 0.11647
C -2.37466 -0.43599 -5.53023
C 1.97182 -6.50236 1.56374
C -3.03854 -3.03798 1.07786
C -4.19831 0.43597 -4.24509
C -0.05236 1.04080 1.90055
C -1.68987 -2.68071 1.18162
C -3.27040 -1.02330 -6.41268
C 0.42165 1.59570 0.48330
C 2.59477 -5.10810 -0.75585
C -5.09713 -0.15609 -5.12260
C -3.51802 -3.65724 -0.05973
C 1.65255 -2.12295 -1.92956
C -2.82545 0.27993 -4.42309
C -3.58267 1.86752 0.69588
C 2.96073 -6.44179 -0.62301
C 2.65073 -7.13985 0.53397
C -1.30824 -3.62292 -1.00983
C -0.43443 -0.86698 -2.72597
C -4.35270 -0.28481 -0.04857
C 1.08347 -0.84825 -2.56640
C -4.39858 0.75460 0.86452
C 1.60750 -5.17160 1.43150
C -3.47025 -0.23158 -1.13104
H -3.47333 -1.03453 -1.86034
H -4.56428 -3.92456 -0.13679
H -2.90393 -1.57641 -7.26891
H -5.07155 0.70221 1.71072
H -1.30738 -0.53356 -5.70723
H 1.38900 0.02062 -1.98561
H -1.32004 -2.32124 2.13411
H -0.63504 -3.91135 -1.80823
H 2.85267 -4.57410 -1.66297
H -3.59653 2.67199 1.41932
H -5.33649 -1.36587 -6.87865
H -3.00867 -4.48151 -1.97993
H -5.01718 -1.13165 0.05783
H -4.57399 1.03251 -3.42346
H 1.52347 -0.73361 -3.56216
H 1.08218 -4.67528 2.24116
H -0.73889 -1.55935 -3.50971
H 2.94576 -8.17582 0.63809
H 3.49365 -6.93359 -1.42707
H 1.27255 -3.01545 -2.43272
H -2.13579 2.83188 -0.55234
H -3.70104 -2.84512 1.91201
H -6.16237 -0.03917 -4.96375
H 1.73295 -7.03826 2.47358
H 2.74048 -2.11630 -2.02889
H -0.92503 -1.18955 -1.80433
```

For the LUMO energy (spin up / spin down), the calculation gives -0.27 / -0.30 eV. The calculation puts the total energy at -2846.0973 Ha. The calculation puts the energy relative to the best compared isomer or geometry (same formula, charge and spin) at 9.6 kJ/mol. The calculation puts the strongest force on any atom at 0.041 hartree/bohr. Its multiplicity is 4. For the HOMO energy (spin up / spin down), the calculation gives -7.66 / -8.55 eV. Its net charge is 0. As for the orbital gap (spin up / spin down): 7.4 / 8.2 eV.